one | # CH5O2

A molecular structure, CH5O2 (ωB97M-V/def2-TZVPD, OMol25).

```
8
Properties=species:S:1:pos:R:3
O -1.25 -0.38 -1.19
H -0.86 -0.33 -2.05
C 0.61 0.66 1.08
O 0.73 -0.38 0.17
H 0.30 1.61 0.60
H 1.56 0.83 1.63
H -0.14 0.43 1.86
H -0.29 -0.34 -0.54
```

Its charge is -1. Its multiplicity is 1. The value obtained for the gap between HOMO and LUMO is 8.169 eV.

Atom charges from the Löwdin analysis, given in e for atoms 1 to 2: atom 1 (O): -0.299, atom 2 (H): -0.074

two | # CH5O2

A molecular structure, CH5O2 (ωB97M-V/def2-TZVPD, OMol25).

```
8
Properties=species:S:1:pos:R:3
O -1.94 -1.06 0.63
H -2.49 -0.64 -0.06
C 1.16 0.34 -0.21
O -0.10 0.52 0.50
H 2.07 0.48 0.41
H 1.25 1.13 -1.00
H 1.02 -0.49 -0.79
H -0.96 -0.28 0.51
```

Its charge is -1. Its multiplicity is 1. The value obtained for the gap between HOMO and LUMO is 8.103 eV.

Atom charges from the Löwdin analysis, given in e for atoms 1 to 2: atom 1 (O): -0.389, atom 2 (H): -0.078

Which of them is most stable, and which least? Most stable: one; least stable: two.

one | # CH3N5O2

CH3N5O2 in the gas phase (ωB97M-V/def2-TZVPD, OMol25).

```
11
Properties=species:S:1:pos:R:3
N 0.40 1.11 0.35
N -0.42 0.28 -0.53
O -1.76 0.36 -0.49
N -2.27 -0.89 -0.15
N -1.27 -1.56 0.34
C -0.06 -0.95 -0.12
N 1.14 -1.43 -0.08
O 2.16 -0.62 -0.37
H -0.03 2.11 0.14
H 0.26 1.24 1.31
H 1.85 0.36 -0.41
```

As for the SMILES: Nn1onn/c1=N/O. Its multiplicity is 1. The value obtained for the gap between HOMO and LUMO is 8.206 eV.

Atom charges from the Löwdin analysis, given in e for atoms 1 to 2: atom 1 (N): 0.063, atom 2 (N): -0.132

two | # CH3N5O2

CH3N5O2 in the gas phase (ωB97M-V/def2-TZVPD, OMol25).

```
11
Properties=species:S:1:pos:R:3
O 0.72 -2.65 -0.95
N 1.19 -1.21 -0.94
C 0.35 -0.58 -0.20
N -1.03 -0.97 0.23
N -1.65 0.13 -0.05
N -0.82 1.14 -0.37
N 0.45 0.86 -0.22
O 0.52 1.42 1.35
H -0.05 -2.60 -0.11
H -0.80 2.24 -0.05
H 1.12 2.22 1.32
```

As for the SMILES: O/N=c1\nn[nH]n1O. Its multiplicity is 1. The value obtained for the gap between HOMO and LUMO is 9.019 eV.

Atom charges from the Löwdin analysis, given in e for atoms 1 to 2: atom 1 (O): -0.136, atom 2 (N): 0.133

Which of them is most stable, and which least? Most stable: one; least stable: two.

one | # CH3N5O2

CH3N5O2 in the gas phase (ωB97M-V/def2-TZVPD, OMol25).

```
11
Properties=species:S:1:pos:R:3
N -0.88 0.64 -2.02
N -0.35 0.69 -0.66
N -0.99 1.52 0.02
N -0.77 1.37 1.27
O -0.04 0.07 1.35
C 0.29 -0.33 0.10
N 0.98 -1.29 -0.42
O 1.59 -2.03 0.70
H -1.38 -0.26 -2.10
H -0.08 0.57 -2.57
H 1.39 -3.15 0.41
```

As for the SMILES: Nn1nno/c1=N\O. Its multiplicity is 1. The value obtained for the gap between HOMO and LUMO is 9.770 eV.

Atom charges from the Löwdin analysis, given in e for atoms 1 to 2: atom 1 (N): 0.136, atom 2 (N): -0.150

two | # CH3N5O2

A molecular structure, CH3N5O2 (ωB97M-V/def2-TZVPD, OMol25).

```
11
Properties=species:S:1:pos:R:3
C -0.35 0.08 -0.04
H 0.57 1.76 1.35
H 1.64 2.45 -0.54
H -3.43 0.48 0.59
N 1.43 1.67 0.33
N 0.87 0.48 -0.42
N 1.74 -0.54 -0.18
N 1.03 -1.65 0.16
N -1.43 0.88 -0.16
O -0.32 -1.33 0.15
O -2.44 -0.05 -0.06
```

Its multiplicity is 1. The value obtained for the gap between HOMO and LUMO is 8.558 eV.

Atom charges from the Löwdin analysis, given in e for atoms 1 to 2: atom 1 (C): -0.402, atom 2 (H): 0.240

Which of them is most stable, and which least? Most stable: one; least stable: two.

one | # C2H8NO2

2 unconnected molecules or ions with the total composition C2H8NO2 (ωB97M-V/def2-TZVPD, OMol25).

```
13
Properties=species:S:1:pos:R:3
C 0.78 -0.56 -0.89
O 0.83 -1.12 0.36
C -0.56 0.04 -1.29
N -0.84 1.32 -0.71
H 1.07 -1.32 -1.60
H 1.53 0.26 -1.02
H -1.35 -0.64 -0.97
H -0.63 0.14 -2.35
H -0.08 1.96 -0.94
H -0.86 1.19 0.32
H -0.85 -0.28 2.69
H 0.38 -0.52 1.19
O -0.17 0.20 2.23
```

Its charge is -1. Its multiplicity is 1. The value obtained for the gap between HOMO and LUMO is 8.219 eV.

Atom charges from the Löwdin analysis, given in e for atoms 1 to 2: atom 1 (C): -0.383, atom 2 (O): -0.190

two | # C2H8NO2

2 unconnected molecules or ions with the total composition C2H8NO2 (ωB97M-V/def2-TZVPD, OMol25).

```
13
Properties=species:S:1:pos:R:3
C -2.34 -0.13 0.39
O -1.93 0.69 -0.66
H -1.49 -0.69 0.86
H -2.76 0.51 1.19
H -3.16 -0.80 0.14
N 2.28 0.11 0.72
C 1.81 0.04 -0.72
O 0.48 0.28 -0.82
H 1.61 0.75 1.15
H 1.94 -0.76 1.12
H 2.50 0.65 -1.30
H 2.09 -0.96 -1.08
H -1.04 0.30 -0.99
```

Its charge is -1. Its multiplicity is 1. The value obtained for the gap between HOMO and LUMO is 7.598 eV.

Atom charges from the Löwdin analysis, given in e for atoms 1 to 2: atom 1 (C): -0.249, atom 2 (O): -0.205

three | # C2H8NO2

2 unconnected molecules or ions with the total composition C2H8NO2 (ωB97M-V/def2-TZVPD, OMol25).

```
13
Properties=species:S:1:pos:R:3
C 0.52 -0.33 1.29
N -0.16 0.34 0.18
C -1.31 -0.58 -0.36
O -2.27 -0.81 0.50
H 1.05 0.41 1.90
H 1.27 -1.03 0.92
H -0.21 -0.85 1.92
H -0.68 1.11 0.59
H -0.72 -1.47 -0.68
H -1.62 -0.05 -1.30
H 1.11 0.73 -0.98
H 1.24 1.53 -2.29
O 1.78 1.00 -1.68
```

Its charge is -1. Its multiplicity is 1. The value obtained for the gap between HOMO and LUMO is 7.178 eV.

Atom charges from the Löwdin analysis, given in e for atoms 1 to 2: atom 1 (C): -0.178, atom 2 (N): -0.163

Which of them is most stable, and which least? Most stable: one; least stable: two.

one | # C4H11NO2

2 unconnected molecules or ions with the total composition C4H11NO2 (ωB97M-V/def2-TZVPD, OMol25).

```
18
Properties=species:S:1:pos:R:3
C -0.21 0.11 2.34
C -0.05 -0.96 1.29
C 0.18 -0.42 -0.11
O -0.74 0.14 -0.70
N 1.40 -0.60 -0.68
C 1.62 -0.40 -2.10
H -0.05 -0.32 3.34
H 0.49 0.93 2.25
H -1.25 0.42 2.39
H -0.95 -1.55 1.15
H 0.74 -1.65 1.57
H 2.09 -1.02 -0.08
H 0.75 0.11 -2.50
H 1.68 -1.36 -2.60
H 2.56 0.12 -2.26
O -3.11 2.31 -1.19
H -2.67 1.53 -1.56
H -2.48 2.63 -0.54
```

As for the SMILES: CCC(=O)NC.O. Its multiplicity is 1. The value obtained for the gap between HOMO and LUMO is 10.615 eV.

Atom charges from the Löwdin analysis, given in e for atoms 1 to 2: atom 1 (C): -0.090, atom 2 (C): -0.172

two | # C4H11NO2

3 unconnected molecules or ions with the total composition C4H11NO2 (ωB97M-V/def2-TZVPD, OMol25).

```
18
Properties=species:S:1:pos:R:3
C -0.29 3.53 0.60
C -0.72 2.23 0.97
C -0.01 0.95 1.08
C -0.62 -0.30 0.97
N -0.36 -1.61 0.87
H -0.82 4.35 0.13
H 0.84 3.71 0.37
H -1.84 2.17 0.98
H 1.10 1.04 1.01
H -1.73 0.01 0.90
H 0.34 -2.02 0.29
H -0.94 -2.09 1.56
O 0.38 -3.68 -1.53
H 1.13 -4.27 -1.56
H 0.75 -2.78 -1.75
O 1.05 -0.82 -1.46
H 0.68 0.02 -1.08
H 1.07 -0.45 -2.36
```

As for the SMILES: C=C/C=C/N.O.O. Its multiplicity is 1. The value obtained for the gap between HOMO and LUMO is 8.414 eV.

Atom charges from the Löwdin analysis, given in e for atoms 1 to 2: atom 1 (C): -0.026, atom 2 (C): -0.213

Which of them is most stable, and which least? Most stable: one; least stable: two.

one | # C5H6N2O3

C5H6N2O3 in the gas phase (ωB97M-V/def2-TZVPD, OMol25).

```
16
Properties=species:S:1:pos:R:3
H 1.95 -0.67 1.23
N 2.42 -0.01 0.61
C 1.64 0.48 -0.31
O 2.21 1.59 -0.77
C 0.18 0.47 -0.25
C -0.60 -0.67 -0.17
N -0.25 -1.95 -0.08
C -2.03 -0.25 -0.12
O -2.00 1.17 -0.11
C -0.71 1.61 -0.06
O -0.47 2.75 0.28
H 3.00 1.59 0.05
H -0.94 -2.68 -0.18
H 0.71 -2.23 0.08
H -2.59 -0.60 -1.00
H -2.53 -0.61 0.79
```

As for the SMILES: [H]/N=C(/O)C1=C(N)COC1=O. Its multiplicity is 1. The value obtained for the gap between HOMO and LUMO is 9.359 eV.

Atom charges from the Löwdin analysis, given in e for atoms 1 to 2: atom 1 (H): 0.043, atom 2 (N): 0.107

two | # C5H6N2O3

C5H6N2O3 in the gas phase (ωB97M-V/def2-TZVPD, OMol25).

```
16
Properties=species:S:1:pos:R:3
N 3.15 -2.77 -0.58
C 2.52 -1.81 -0.53
C 1.71 -0.59 -0.54
O 1.91 0.25 -1.60
N 0.73 -0.47 0.24
C 0.10 0.82 0.41
C -1.21 0.70 1.18
C -2.20 -0.27 0.57
O -2.55 -1.30 1.11
O -2.66 0.00 -0.65
H 2.57 -0.06 -2.23
H -0.10 1.34 -0.55
H 0.79 1.50 0.93
H -1.68 1.69 1.23
H -1.01 0.37 2.20
H -2.08 0.60 -1.19
```

As for the SMILES: N#C/C(O)=N/CCC(=O)O. Its multiplicity is 1. The value obtained for the gap between HOMO and LUMO is 10.208 eV.

Atom charges from the Löwdin analysis, given in e for atoms 1 to 2: atom 1 (N): 0.178, atom 2 (C): -0.111

three | # C5H6N2O3

2 unconnected molecules or ions with the total composition C5H6N2O3 (ωB97M-V/def2-TZVPD, OMol25).

```
16
Properties=species:S:1:pos:R:3
O -2.31 -0.11 -0.14
C -0.98 0.20 -0.18
C -0.21 0.81 0.75
C 1.09 1.03 0.15
N 0.98 2.03 -0.94
C 0.91 0.64 -1.31
N -0.34 0.09 -1.42
H -2.77 0.09 0.62
H -0.41 0.79 1.83
H 1.98 1.05 0.82
H 0.17 2.54 -1.12
H 1.68 0.17 -1.84
H -0.42 -0.72 -2.09
O 0.36 -2.85 0.49
C 0.20 -2.89 1.62
O 0.09 -2.88 2.76
```

As for the SMILES: OC1=C[C@@H]2N[C@@H]2N1.O=C=O. Its multiplicity is 1. The value obtained for the gap between HOMO and LUMO is 8.413 eV.

Atom charges from the Löwdin analysis, given in e for atoms 1 to 2: atom 1 (O): 0.095, atom 2 (C): -0.368

Which of them is most stable, and which least? Most stable: two; least stable: three.

one | # C4H11NO

2 unconnected molecules or ions with the total composition C4H11NO (ωB97M-V/def2-TZVPD, OMol25).

```
17
Properties=species:S:1:pos:R:3
C 0.38 2.24 -0.01
C 0.98 1.05 -0.70
C 0.70 -0.42 -0.36
C 0.65 -0.85 0.95
N -1.09 1.86 0.04
H 0.76 2.40 0.98
H 0.39 3.09 -0.74
H 0.70 1.03 -1.80
H 2.15 1.12 -0.77
H 0.60 -1.29 -1.05
H 0.81 -0.09 1.82
H 0.32 -1.90 1.27
H -1.25 1.13 0.77
H -1.25 1.40 -0.78
H -1.03 -3.48 0.71
H -2.35 -3.49 -0.18
O -1.48 -3.81 -0.13
```

Its charge is -1. Its multiplicity is 2. The value obtained for the gap between HOMO and LUMO (alpha / beta) is 2.753 / 7.638 eV.

Atom charges from the Löwdin analysis, given in e for atoms 1 to 2: atom 1 (C): -0.307, atom 2 (C): -0.375

two | # C4H11NO

2 unconnected molecules or ions with the total composition C4H11NO (ωB97M-V/def2-TZVPD, OMol25).

```
17
Properties=species:S:1:pos:R:3
C 0.45 -0.95 2.42
N 1.56 -0.02 2.27
C 1.14 1.30 1.83
H 0.19 -1.41 1.47
H -0.47 -0.47 2.80
H 0.71 -1.71 3.14
H 2.02 0.08 3.16
H 0.61 1.90 2.60
H 1.99 1.90 1.52
H 0.42 1.23 1.01
C -1.21 -0.48 -2.30
C -0.88 0.04 -3.56
O -1.55 -0.46 -4.72
H -1.01 0.18 -1.45
H -1.05 -1.53 -2.04
H -0.46 1.02 -3.74
H -2.47 -0.61 -4.41
```

Its charge is -1. Its multiplicity is 2. The value obtained for the gap between HOMO and LUMO (alpha / beta) is 2.668 / 5.913 eV.

Atom charges from the Löwdin analysis, given in e for atoms 1 to 2: atom 1 (C): -0.157, atom 2 (N): -0.191

three | # C4H11NO

2 unconnected molecules or ions with the total composition C4H11NO (ωB97M-V/def2-TZVPD, OMol25).

```
17
Properties=species:S:1:pos:R:3
C -0.97 2.57 0.34
C 0.06 2.20 1.31
N -1.99 1.84 -0.17
H -0.77 3.61 -0.02
H 1.14 2.62 1.05
H -0.19 1.44 2.15
H -1.74 1.15 -0.93
H -2.53 2.51 -0.78
H -1.19 -1.34 0.49
C 0.41 -2.44 -0.22
O -0.63 -1.37 -0.30
C 1.73 -1.85 -0.60
H -0.03 -3.25 -0.83
H 0.45 -2.73 0.76
H 2.50 -2.57 -0.58
H 2.03 -0.98 -0.02
H 1.70 -1.42 -1.63
```

Its charge is -1. Its multiplicity is 2. The value obtained for the gap between HOMO and LUMO (alpha / beta) is 2.728 / 6.998 eV.

Atom charges from the Löwdin analysis, given in e for atoms 1 to 2: atom 1 (C): -0.558, atom 2 (C): -0.150

Which of them is most stable, and which least? Most stable: two; least stable: three.

one | # C4H4IN

A molecular structure, C4H4IN (ωB97M-V/def2-TZVPD, OMol25).

```
10
Properties=species:S:1:pos:R:3
C 1.58 -0.67 -0.64
C 2.66 0.06 -0.88
C 0.19 -0.67 -0.50
C 0.37 0.85 -0.44
N 1.65 1.12 -1.18
I 1.27 1.43 -3.20
H -0.40 -1.03 -1.45
H -0.13 -1.12 0.33
H -0.43 1.45 -0.86
H 0.65 1.08 0.52
```

Its multiplicity is 1. The value obtained for the gap between HOMO and LUMO is 7.727 eV.

Atom charges from the Löwdin analysis, given in e for atoms 1 to 2: atom 1 (C): -0.074, atom 2 (C): -0.123

two | # C4H4IN

C4H4IN in the gas phase (ωB97M-V/def2-TZVPD, OMol25).

```
10
Properties=species:S:1:pos:R:3
C -0.83 1.25 0.31
C -0.87 0.32 -0.64
C 1.52 -0.91 0.66
C 0.41 -1.57 0.19
N -0.46 -0.91 -0.51
I 2.93 0.43 -0.20
H -0.14 1.05 1.16
H -1.43 0.59 -1.53
H -1.13 2.26 0.10
H -0.01 -2.52 0.48
```

Its multiplicity is 1. The value obtained for the gap between HOMO and LUMO (alpha / beta) is 7.504 / 6.274 eV.

Atom charges from the Löwdin analysis, given in e for atoms 1 to 2: atom 1 (C): 0.039, atom 2 (C): -0.284

Which of them is most stable, and which least? Most stable: two; least stable: one.